Entry 1:
{
  "formula": "H2",
  "method": "ωB97M-V/def2-TZVPD",
  "species": ["H", "H"],
  "xyz": [[0.000, 0.000, 1.095], [0.000, 0.000, -1.095]],
  "homo_ev": -10.12,
  "orbital_gap_ev": 7.431,
  "lumo_ev": -2.69
}

Entry 2:
{
  "formula": "H2",
  "method": "ωB97M-V/def2-TZVPD",
  "species": ["H", "H"],
  "xyz": [[-0.012, -0.023, 0.367], [0.012, 0.023, -0.367]],
  "homo_ev": -14.52,
  "orbital_gap_ev": 17.118,
  "lumo_ev": 2.60,
  "smiles": "[H][H]"
}

Entry 3:
{
  "formula": "H20NeO10",
  "method": "ωB97M-V/def2-TZVPD",
  "species": ["Ne", "O", "H", "H", "O", "H", "H", "O", "H", "H", "O", "H", "H", "O", "H", "H", "O", "H", "H", "O", "H", "H", "O", "H", "H", "O", "H", "H", "O", "H", "H"],
  "xyz": [[-0.284, 0.225, -0.609], [2.594, -0.610, -0.875], [2.280, -0.168, -0.086], [2.794, 0.100, -1.485], [-2.258, -2.156, 1.194], [-2.349, -1.886, 0.281], [-2.614, -1.424, 1.698], [-2.657, 2.093, -1.184], [-1.900, 2.470, -0.735], [-2.504, 1.148, -1.161], [-0.885, 3.518, 0.736], [-0.650, 4.381, 0.393], [-0.257, 3.361, 1.441], [1.816, -3.112, -1.881], [2.038, -2.303, -1.420], [0.926, -3.315, -1.593], [-0.847, 0.032, 3.141], [-0.957, -0.538, 3.902], [-1.740, 0.247, 2.872], [2.205, 1.184, -2.895], [1.457, 1.322, -3.476], [2.921, 0.939, -3.481], [0.918, -1.812, 1.921], [1.533, -1.130, 1.653], [0.054, -1.415, 1.807], [2.418, 0.502, 1.715], [3.343, 0.730, 1.628], [1.975, 1.341, 1.847], [-2.986, -1.043, -1.475], [-3.758, -1.608, -1.512], [-2.625, -1.071, -2.361]],
  "homo_ev": -9.97,
  "orbital_gap_ev": 9.815,
  "lumo_ev": -0.16
}

Entry 4:
{
  "formula": "H20O10",
  "method": "ωB97M-V/def2-TZVPD",
  "species": ["O", "H", "H", "O", "H", "H", "O", "H", "H", "O", "H", "H", "O", "H", "H", "O", "H", "H", "O", "H", "H", "O", "H", "H", "O", "H", "H", "O", "H", "H"],
  "xyz": [[-0.030, -0.998, -0.355], [0.161, -1.901, -0.079], [0.301, -0.974, -1.127], [-2.582, -1.522, -0.160], [-1.837, -2.076, -0.610], [-2.084, -0.753, -0.575], [3.298, -1.349, 0.294], [3.654, -1.101, 1.146], [2.372, -1.189, 0.374], [-1.660, -1.597, -3.527], [-2.251, -2.388, -3.240], [-2.237, -0.910, -3.323], [1.334, -0.569, -2.966], [0.899, -0.532, -3.739], [2.098, -0.039, -3.208], [-1.869, 2.651, 2.150], [-1.880, 2.101, 1.547], [-1.640, 3.449, 1.922], [1.855, -1.143, 3.937], [1.853, -0.998, 3.172], [0.848, -1.118, 3.936], [0.204, -0.203, 1.946], [-0.676, -0.015, 2.419], [0.163, -0.730, 1.088], [0.817, 2.875, 1.006], [0.667, 3.304, 1.780], [0.849, 1.908, 1.293], [-1.128, 1.819, -1.395], [-0.219, 2.213, -1.346], [-1.280, 1.786, -2.356]],
  "charge": -1,
  "multiplicity": 2,
  "s_squared": 0.751,
  "homo_ev": [0.18, -7.71],
  "orbital_gap_ev": [2.838, 10.575],
  "lumo_ev": [3.02, 2.87]
}

Entry 5:
{
  "formula": "H20O10",
  "method": "ωB97M-V/def2-TZVPD",
  "species": ["H", "H", "H", "H", "H", "H", "H", "H", "H", "H", "H", "H", "H", "H", "H", "H", "H", "H", "H", "H", "O", "O", "O", "O", "O", "O", "O", "O", "O", "O"],
  "xyz": [[0.184, -0.117, -0.531], [0.347, 0.608, -1.823], [-0.144, -1.150, -2.662], [-1.529, -1.205, -3.255], [-3.994, -0.238, -0.290], [-4.527, -0.511, 1.074], [1.837, 1.130, 0.771], [0.716, 0.190, 1.484], [-2.102, 3.045, -0.373], [-2.473, 2.154, 0.797], [-0.426, -0.272, 4.555], [0.272, 0.201, 3.282], [1.544, -1.617, -1.252], [2.079, -0.407, -2.009], [0.311, 2.137, -1.026], [1.171, 3.180, -0.213], [0.572, -4.015, -1.299], [1.293, -4.252, -2.710], [2.070, 0.211, 3.129], [2.746, 1.579, 3.590], [0.467, -0.240, -1.361], [-0.693, -1.599, -3.424], [-4.781, -0.504, 0.122], [0.848, 0.983, 0.959], [-2.257, 3.035, 0.503], [0.437, 0.064, 4.223], [2.388, -1.131, -1.375], [0.877, 2.868, -1.097], [0.811, -4.667, -1.936], [1.911, 1.110, 3.228]],
  "homo_ev": -10.74,
  "orbital_gap_ev": 9.918,
  "lumo_ev": -0.82,
  "smiles": "O.O.O.O.O.O.O.O.O.O"
}

Entry 6:
{
  "formula": "H20O10",
  "method": "ωB97M-V/def2-TZVPD",
  "species": ["H", "H", "H", "H", "H", "H", "H", "H", "H", "H", "H", "H", "H", "H", "H", "H", "H", "H", "H", "H", "O", "O", "O", "O", "O", "O", "O", "O", "O", "O"],
  "xyz": [[-0.917, -0.666, 1.171], [-0.378, -0.975, -0.216], [0.460, -2.475, -1.404], [0.206, -2.123, -2.861], [1.704, 2.532, 1.052], [0.824, 2.937, 2.223], [2.084, 0.712, -0.547], [2.473, -0.522, -1.345], [2.526, -2.460, 0.262], [3.954, -2.750, -0.169], [-0.107, 3.390, -0.047], [-0.590, 4.661, 0.633], [-1.980, 1.604, 1.035], [-2.282, 0.850, -0.249], [-6.332, -1.113, -0.509], [-4.857, -1.420, -0.310], [1.999, -2.336, 3.118], [0.807, -3.039, 2.489], [0.114, 1.037, -1.554], [-0.029, 1.886, -2.807], [-0.153, -1.041, 0.719], [0.107, -1.776, -1.967], [0.888, 3.000, 1.264], [2.708, 0.404, -1.215], [3.268, -2.075, -0.218], [-0.734, 3.708, 0.612], [-1.629, 0.918, 0.457], [-5.730, -1.828, -0.272], [1.040, -2.283, 3.040], [0.554, 1.243, -2.387]],
  "homo_ev": -9.25,
  "orbital_gap_ev": 9.312,
  "lumo_ev": 0.06,
  "smiles": "O.O.O.O.O.O.O.O.O.O"
}

Entry 7:
{
  "formula": "H20O10",
  "method": "ωB97M-V/def2-TZVPD",
  "species": ["O", "H", "H", "O", "H", "H", "O", "H", "H", "O", "H", "H", "O", "H", "H", "O", "H", "H", "O", "H", "H", "O", "H", "H", "O", "H", "H", "O", "H", "H"],
  "xyz": [[-0.383, 4.027, -2.818], [-1.253, 4.032, -3.217], [-0.516, 3.633, -1.956], [2.374, -0.949, 4.567], [2.884, -0.271, 5.010], [2.898, -1.182, 3.801], [2.495, -3.894, -4.312], [2.970, -3.101, -4.062], [2.940, -4.598, -3.840], [4.878, -1.608, 0.690], [5.148, -0.750, 0.364], [5.696, -2.093, 0.796], [-6.554, -0.026, -1.102], [-5.984, -0.631, -1.578], [-6.261, -0.084, -0.193], [-0.094, 0.330, -0.094], [0.744, -0.093, -0.281], [-0.747, -0.240, -0.501], [-1.901, -2.495, 4.159], [-1.013, -2.185, 3.984], [-2.182, -2.000, 4.929], [-2.804, -2.853, -2.184], [-2.801, -3.684, -1.709], [-2.839, -3.103, -3.107], [-3.425, 4.687, 0.864], [-3.133, 4.234, 1.656], [-4.334, 4.412, 0.752], [4.543, 3.155, -0.333], [3.660, 3.500, -0.461], [4.994, 3.831, 0.173]],
  "homo_ev": -11.27,
  "orbital_gap_ev": 11.503,
  "lumo_ev": 0.24,
  "smiles": "O.O.O.O.O.O.O.O.O.O"
}

Entry 8:
{
  "formula": "H20O10",
  "method": "ωB97M-V/def2-TZVPD",
  "species": ["O", "H", "H", "O", "H", "H", "O", "H", "H", "O", "H", "H", "O", "H", "H", "O", "H", "H", "O", "H", "H", "O", "H", "H", "O", "H", "H", "O", "H", "H"],
  "xyz": [[-2.733, -0.608, 0.773], [-2.728, -0.526, -0.187], [-2.802, -1.556, 0.933], [-2.062, 2.883, 0.430], [-1.338, 2.336, 0.096], [-2.355, 3.387, -0.333], [0.024, 0.480, 0.758], [-0.791, 0.039, 0.467], [0.740, 0.025, 0.285], [3.840, 1.012, -0.294], [4.777, 1.226, -0.229], [3.649, 0.521, 0.513], [1.402, 1.478, 3.180], [2.242, 1.065, 2.963], [0.809, 1.238, 2.447], [1.839, -1.033, -0.897], [2.645, -0.503, -1.034], [2.156, -1.873, -0.544], [-1.337, -2.778, -0.915], [-0.835, -2.718, -0.095], [-0.982, -3.551, -1.366], [-1.598, 0.139, 3.249], [-1.973, 0.255, 2.360], [-0.915, -0.526, 3.140], [-1.180, 1.393, -1.924], [-1.506, 1.987, -2.608], [-1.794, 0.654, -1.935], [0.827, -1.212, -3.345], [0.651, -2.155, -3.382], [1.328, -1.080, -2.503]],
  "homo_ev": -10.24,
  "orbital_gap_ev": 9.753,
  "lumo_ev": -0.49,
  "smiles": "O.O.O.O.O.O.O.O.O.O"
}

Entry 9:
{
  "formula": "H20O10",
  "method": "ωB97M-V/def2-TZVPD",
  "species": ["O", "H", "H", "O", "H", "H", "O", "H", "H", "O", "H", "H", "O", "H", "H", "O", "H", "H", "O", "H", "H", "O", "H", "H", "O", "H", "H", "O", "H", "H"],
  "xyz": [[2.098, 0.887, 0.700], [2.989, 1.063, 1.004], [2.201, 0.662, -0.225], [-0.299, -0.319, -0.048], [0.499, -0.718, 0.299], [-0.258, 0.592, 0.243], [-0.788, -0.061, -2.249], [0.120, 0.238, -2.307], [-0.951, -0.148, -1.310], [0.252, 1.879, 0.577], [0.376, 2.825, 0.649], [1.111, 1.508, 0.782], [1.561, -1.243, 1.003], [1.269, -1.346, 1.909], [1.949, -0.368, 0.975], [-1.905, 1.340, 1.130], [-1.300, 1.154, 1.848], [-1.387, 1.851, 0.507], [-0.302, 2.387, -1.463], [0.505, 2.666, -1.897], [-0.068, 2.325, -0.537], [0.948, -3.040, 0.113], [1.659, -3.377, -0.433], [1.281, -2.210, 0.454], [-2.606, -0.967, -0.512], [-2.758, -1.124, 0.420], [-2.430, -0.028, -0.572], [-1.127, -2.451, -0.153], [-1.960, -2.357, -0.614], [-0.679, -1.617, -0.294]],
  "homo_ev": -7.14,
  "orbital_gap_ev": 5.452,
  "lumo_ev": -1.69
}

Entry 10:
{
  "formula": "H20O10",
  "method": "ωB97M-V/def2-TZVPD",
  "species": ["O", "H", "H", "O", "H", "H", "O", "H", "H", "O", "H", "H", "O", "H", "H", "O", "H", "H", "O", "H", "H", "O", "H", "H", "O", "H", "H", "O", "H", "H"],
  "xyz": [[-0.363, -0.225, -0.159], [0.381, 0.371, -0.320], [-1.095, 0.361, 0.082], [0.085, -2.267, 2.191], [-0.697, -2.493, 1.678], [0.292, -1.367, 1.917], [1.315, 2.735, -1.852], [1.565, 1.788, -1.775], [1.798, 3.167, -1.143], [-3.115, -0.459, 2.055], [-2.331, -0.184, 2.575], [-3.277, -1.372, 2.314], [-2.634, -0.491, -1.936], [-2.664, -0.752, -1.007], [-2.314, -1.273, -2.397], [2.375, 0.250, -1.335], [2.121, -0.623, -1.670], [3.314, 0.178, -1.132], [-1.528, 2.117, -2.440], [-0.564, 2.209, -2.391], [-1.705, 1.186, -2.212], [1.962, 1.054, 1.928], [2.348, 1.755, 1.391], [2.610, 0.338, 1.907], [1.369, -2.656, -1.625], [0.978, -3.097, -2.389], [0.648, -2.134, -1.243], [-0.659, 0.577, 2.861], [-0.357, 0.506, 3.773], [0.142, 0.801, 2.354]],
  "homo_ev": -10.19,
  "orbital_gap_ev": 9.820,
  "lumo_ev": -0.37,
  "smiles": "O.O.O.O.O.O.O.O.O.O"
}

For the records above, the corresponding E values read -26.0364, -31.5885, -24308.4719, -20794.8300, -20795.1286, -20796.6843, -20798.9920, -20799.4903, -20787.5527, -20800.2820 eV.